C4H5NOS | wB97M-V/def2-TZVPD

Each line ends with the natural charge from an NBO analysis.
Cartesian coordinates (Å):
C -0.26 -1.43 0.31  0.015
C 1.03 -0.74 -0.31  0.448
C 1.30 0.74 -0.30  -0.322
C 0.42 1.64 0.22  -0.349
H -3.41 -0.36 -0.15  0.113
H -0.02 -2.38 0.78  0.204
H 2.56 1.08 -0.42  0.252
H -0.69 1.49 0.60  0.240
H 0.83 2.76 0.06  0.221
N -1.49 -1.14 0.43  -0.550
O 1.95 -1.53 -0.61  -0.507
S -2.21 -0.11 -0.62  0.235

Net charge: 0
Electronic energy (eV): -18598.0817
Multiplicity: 1
HOMO-LUMO gap (eV): 8.57
Largest force on an atom (eV/A): 4.45
SMILES: C=CC(=O)/C=N\S